8
Properties=species:S:1:pos:R:3:forces:R:3 method="wB97M-V/def2-TZVPD" total_charge=0 lumo_energy_ha=0.0348 orbital_gap_ev=8.902
C 0.1886 -0.9737 -0.0600 -2.40 -1.37 0.05
C -0.8526 -0.0735 -0.0609 0.80 -1.41 -0.37
N 1.1109 0.0353 0.1048 2.83 3.41 0.17
N 0.0308 1.0087 -0.1124 0.66 -0.42 -1.25
Br -2.7140 -0.0554 -0.0181 0.40 0.03 0.05
H 0.2371 -2.0703 0.0131 0.42 0.90 -0.28
H 2.0722 0.3360 -0.3549 -2.96 -1.56 0.61
H -0.0731 1.7929 0.4883 0.24 0.42 1.02

***

9
Properties=species:S:1:pos:R:3:forces:R:3 method="wB97M-V/def2-TZVPD" total_charge=0 lumo_energy_ha=0.0176 orbital_gap_ev=10.183
O -1.8996 1.0596 -0.5492 0.12 0.01 0.01
C -0.1677 -0.7847 0.0938 0.16 -0.21 -0.24
C 1.2142 -0.4036 -0.1116 0.48 0.11 -0.09
C 2.3543 -0.0719 -0.3132 -0.43 -0.13 0.09
C -1.1928 0.2081 0.1665 0.17 -0.16 0.37
N -0.9264 -0.1878 1.3234 -0.22 0.35 -0.42
H -2.2877 1.7281 0.0297 -0.18 0.01 0.15
H -0.4257 -1.8065 -0.1764 0.07 0.09 0.10
H 3.3657 0.2244 -0.4850 -0.18 -0.06 0.04

***

17
Properties=species:S:1:pos:R:3:forces:R:3 method="wB97M-V/def2-TZVPD" total_charge=0 lumo_energy_ha=0.0289 orbital_gap_ev=10.693
C -2.1813 -0.5558 0.3199 -0.02 0.05 -0.09
C -1.1177 0.1316 -0.5315 0.13 -0.16 0.01
O -1.3021 1.5475 -0.5114 0.12 -0.16 -0.11
C 0.2537 -0.2786 -0.0164 0.25 -0.09 -0.49
C 1.5244 0.2762 -0.6557 0.15 0.05 0.35
C 2.6243 -0.3015 -0.1649 -0.34 -0.24 -0.15
O 0.3491 0.0779 1.3768 -0.32 -0.08 -0.24
H -3.1704 -0.2254 -0.0013 0.03 -0.07 0.07
H -2.1110 -1.6469 0.2144 -0.06 0.22 -0.03
H -2.0310 -0.3013 1.3740 -0.10 0.00 -0.23
H -1.1945 -0.2027 -1.5742 -0.06 0.07 0.05
H -0.5467 1.9433 -0.0661 -0.15 0.06 0.08
H 0.3327 -1.3684 -0.0987 -0.18 0.01 0.22
H 1.5693 1.1915 -1.2567 -0.26 -0.08 0.53
H 0.9357 0.8365 1.3893 0.19 0.03 0.36
H 3.5694 0.1976 -0.0168 0.36 -0.22 -0.80
H 2.4961 -1.3216 0.2193 0.28 0.58 0.45

***

18
Properties=species:S:1:pos:R:3:forces:R:3 method="wB97M-V/def2-TZVPD" total_charge=0 lumo_energy_ha=-0.0019 orbital_gap_ev=8.678
C -0.5946 0.3473 1.7086 -1.01 -0.08 -0.77
C 0.0545 -0.3881 0.5437 3.88 0.58 1.51
C -1.2389 -0.2487 -0.9767 0.24 1.76 -2.83
C 1.3284 0.5148 -0.0311 -0.21 -1.19 1.21
N -2.1960 -1.1951 -0.8801 0.21 -0.23 0.81
N 2.2405 -0.3065 -0.6103 -0.53 0.17 -0.06
C -0.5997 0.6419 -1.5611 -2.19 -1.78 0.62
N 1.6018 1.7411 0.2055 -0.37 0.01 -0.46
O 0.2643 -1.6103 0.6058 -0.81 0.64 -0.57
H -2.5509 -1.5556 -1.7548 0.13 0.19 0.02
H -1.9307 -1.9333 -0.2358 -0.04 -0.04 0.04
H 2.0435 -1.2954 -0.5659 0.27 0.11 -0.05
H 3.1275 0.0859 -0.8775 -0.05 -0.24 0.04
H 0.8236 2.2539 0.6053 -0.03 -0.15 0.15
H -0.1236 1.3883 -2.1402 0.43 0.26 0.25
H -1.0063 1.2964 1.3713 -0.04 0.07 0.16
H -1.3957 -0.2683 2.1143 -0.02 0.04 0.08
H 0.1523 0.5317 2.4791 0.15 -0.14 -0.15

***

17
Properties=species:S:1:pos:R:3:forces:R:3 method="wB97M-V/def2-TZVPD" total_charge=0 lumo_energy_ha=0.0327 orbital_gap_ev=8.493
C 0.4202 1.0187 -1.4563 2.62 -1.61 2.71
C -0.4403 0.3041 -0.7473 -0.27 -0.15 -0.15
C 1.7401 0.0741 0.0925 -2.11 1.25 -3.16
C 0.3095 -0.4689 0.3140 0.10 0.05 0.15
C -1.9377 0.2370 -0.8739 0.27 0.02 0.18
C -0.1830 -0.2308 1.7432 0.13 -0.17 -0.20
O 2.7524 -0.7001 -0.3498 -0.10 -0.14 0.39
H 0.4082 1.7018 -2.2748 -0.29 0.34 -0.40
H 2.0775 0.8750 0.7260 0.18 0.09 0.19
H 0.2908 -1.5540 0.1163 0.04 0.12 -0.02
H -2.3848 0.9284 -0.1594 -0.19 -0.03 0.07
H -2.2960 -0.7661 -0.6471 -0.15 -0.08 -0.03
H -2.2609 0.5216 -1.8708 -0.04 0.02 -0.09
H -1.1241 -0.7517 1.9089 -0.09 0.03 0.10
H -0.3362 0.8335 1.9146 0.00 0.08 0.05
H 0.5512 -0.5988 2.4594 -0.04 -0.05 0.11
H 2.4132 -1.4238 -0.8954 -0.06 0.22 0.10

***

71
Properties=species:S:1:pos:R:3:forces:R:3 method="wB97M-V/def2-TZVPD" s_squared=0.755 spin_multiplicity=2 total_charge=-1 lumo_energy_ha="0.0609 / 0.0607" orbital_gap_ev="5.145 / 5.139"
Ti 1.0919 -3.4022 -0.3125 0.63 0.47 0.17
C 1.7764 -4.9539 1.3531 -0.04 -0.13 0.00
C 2.0872 -5.5285 0.0955 -0.03 -0.07 0.00
C 0.8777 -5.8089 -0.5710 -0.03 -0.11 0.02
C -0.1772 -5.3784 0.2530 0.00 -0.03 -0.04
C 0.3760 -4.8543 1.4488 0.00 -0.09 -0.03
H 2.4941 -4.6347 2.0920 0.00 0.09 -0.04
H 3.0774 -5.6913 -0.2975 0.00 0.06 -0.02
H 0.7813 -6.2225 -1.5632 0.03 0.07 -0.04
H -1.2250 -5.4137 0.0020 0.00 0.08 -0.02
H -0.1816 -4.4562 2.2826 0.00 0.09 -0.04
Cl -1.6637 -4.5350 -4.0262 0.02 -0.02 -0.07
C -0.6383 -3.1634 -3.8880 -0.12 0.36 0.14
Cl -0.9461 -1.7975 -4.8907 -0.05 0.06 0.03
Cl 1.5207 -4.9890 -5.8455 0.02 -0.02 0.02
C 0.3563 -3.1865 -3.0266 0.31 -0.82 -0.22
N 1.2547 -3.3999 -2.2509 -0.38 0.14 0.03
C 3.7096 -0.7641 1.0249 0.02 0.01 -0.04
C 2.7701 -1.7694 0.4242 -0.02 0.05 -0.14
O 3.2015 -2.8969 0.0062 -0.16 -0.07 0.04
N 1.4809 -1.5685 0.2788 -0.01 -0.11 0.31
Te -0.0191 -0.0937 1.0632 -0.16 -0.06 -0.13
C -1.7361 1.2798 1.2647 0.08 0.04 0.04
C -2.2113 2.1300 0.2609 0.02 -0.03 -0.04
C -1.7261 2.0722 -1.1657 -0.04 0.00 0.00
C -3.2055 3.0606 0.5635 0.00 0.00 0.01
C -3.7524 3.1653 1.8315 0.00 0.00 0.00
C -4.8068 4.1920 2.1453 0.00 0.00 0.00
C -3.3003 2.2881 2.8099 -0.01 0.00 0.00
C -2.3060 1.3537 2.5464 -0.01 0.01 0.00
C -1.8835 0.4314 3.6667 -0.01 0.01 0.00
C 1.0496 1.3589 -0.0896 0.06 0.03 0.05
C 1.4607 2.5017 0.6060 0.02 -0.02 -0.02
C 1.1349 2.7518 2.0581 0.00 -0.01 -0.01
C 2.1997 3.4669 -0.0734 0.01 0.00 0.00
C 2.5363 3.3210 -1.4105 0.00 0.01 0.00
C 3.3310 4.3731 -2.1354 0.00 0.00 0.00
C 2.1144 2.1761 -2.0717 0.00 -0.02 0.00
C 1.3739 1.1819 -1.4392 0.00 0.01 0.01
C 0.9548 -0.0033 -2.2626 0.02 0.00 0.01
H 4.7182 -1.1671 1.0758 0.00 0.00 0.00
H 3.3649 -0.4896 2.0243 0.00 0.00 0.00
H 3.7009 0.1415 0.4145 0.00 0.00 0.00
H -1.3587 1.0834 -1.4328 -0.04 0.03 0.00
H -0.9151 2.7821 -1.3433 -0.02 0.00 0.01
H -2.5423 2.3184 -1.8462 -0.01 0.00 0.00
H -3.5696 3.7110 -0.2262 0.00 -0.01 0.00
H -5.2483 4.5942 1.2339 0.00 0.00 0.00
H -4.3820 5.0275 2.7064 0.00 0.00 0.00
H -5.6061 3.7639 2.7518 0.00 0.00 0.00
H -3.7396 2.3263 3.8023 0.00 0.00 0.00
H -2.5578 0.5353 4.5166 0.01 0.01 0.00
H -0.8708 0.6516 4.0133 0.01 0.00 -0.01
H -1.8982 -0.6155 3.3571 -0.01 0.00 0.00
H 1.3381 1.8776 2.6808 0.01 0.00 0.00
H 0.0817 3.0085 2.1910 -0.01 -0.01 0.00
H 1.7365 3.5760 2.4399 -0.01 0.01 0.00
H 2.5199 4.3540 0.4634 0.01 0.00 0.00
H 3.5941 5.1964 -1.4718 0.00 0.00 0.00
H 2.7632 4.7806 -2.9735 0.00 0.00 0.00
H 4.2535 3.9546 -2.5412 0.00 0.00 0.00
H 2.3608 2.0441 -3.1204 -0.01 0.00 0.00
H 0.7508 0.3000 -3.2891 0.00 0.00 0.00
H 0.0647 -0.4975 -1.8749 0.02 -0.02 0.00
H 1.7434 -0.7557 -2.2900 0.00 0.02 -0.02
C -2.6306 -1.2609 -0.3685 0.04 0.05 -0.09
C -1.2254 -1.5171 0.0735 -0.09 -0.12 0.14
O -0.6949 -2.6612 -0.2353 -0.11 0.05 -0.02
H -2.6717 -0.8623 -1.3902 0.00 -0.02 -0.02
H -3.1624 -0.5722 0.2841 0.01 0.02 0.00
H -3.1491 -2.2206 -0.3824 -0.01 0.00 0.02